No. 1
Entry from the OMol25 dataset: 2 unconnected molecules or ions with the total composition C19H18F2N2 in a non-equilibrium geometry (the ωB97M-V functional and the def2-TZVPD basis).

Each line ends with the Löwdin charge.
Atoms and positions in Å:
F -4.4882 -0.0589 -2.6728  0.09
H -2.6289 -1.9757 0.5267  0.10
C -1.0049 -4.1727 4.1673  -0.01
C -1.8930 -3.0035 2.1806  -0.20
C 0.4432 -2.7839 2.6543  0.01
C 0.5920 -1.9472 1.5777  0.04
C 3.9764 3.1125 0.7356  -0.45
H -3.8148 0.8727 -5.1427  0.10
H 5.2822 4.7628 0.4633  0.06
H 4.2931 4.8479 1.9204  0.06
C 2.9262 2.5415 0.0574  -0.24
H 0.6114 0.8382 -2.2231  0.13
C -3.3215 1.6304 -4.5335  -0.01
H 4.4409 0.0024 1.2234  0.06
H 3.5659 5.1751 0.3413  0.06
C 4.2918 4.5548 0.8698  -0.09
C -1.7453 -2.1774 1.0903  0.08
C -0.4430 0.6420 -2.3113  0.03
C 4.0949 0.9830 0.9219  -0.39
H -1.7044 -3.6946 4.8541  0.10
C -1.1524 1.2100 -3.3375  0.01
C -0.7956 -3.3149 2.9807  -0.18
C -0.2584 -0.6999 -0.3098  0.16
H -2.9917 -1.0829 -0.8927  0.10
C -2.4414 -0.4417 -1.5458  0.09
H -0.0717 -4.3534 4.7003  0.09
H 2.1479 3.0576 -0.4850  0.06
H -4.0908 2.2617 -4.0875  0.10
N 4.7205 2.0999 1.2865  0.03
H 1.2911 -3.0341 3.2664  0.13
H -0.6575 1.8422 -4.0534  0.13
H -1.4249 -5.1340 3.8694  0.10
C -0.5032 -1.6031 0.7573  -0.16
C -2.5145 0.9889 -3.4742  -0.18
H 0.7404 -0.2914 -0.3029  0.10
C -3.1531 0.1481 -2.5637  -0.20
C -1.0657 -0.1982 -1.3630  -0.16
H -2.7058 2.2506 -5.1843  0.09
F -3.1125 -3.5005 2.5003  0.09
N 3.0038 1.1842 0.1846  -0.06
H 1.5615 -1.5386 1.3536  0.13

Results
Largest force on an atom   1.8 eV/Å
Energy above the lowest of the compared OMol25 structures with the same formula, charge and spin   3.333 eV
Gap between HOMO and LUMO   2.108 eV
Net charge   0

---

No. 2
Entry from the OMol25 dataset: 13 unconnected molecules or ions with the total composition C2H29O13 in a non-equilibrium geometry (the ωB97M-V functional and the def2-TZVPD basis).

Each line ends with the Löwdin charge.
Atoms and positions in Å:
H 0.4318 0.6551 -3.6727  0.03
O -1.4131 -2.8422 -2.9972  -0.04
O 3.1950 -0.3167 0.2059  -0.01
O 2.9615 1.7548 -1.7976  -0.02
H -2.2653 -1.6134 -0.1238  -0.01
H -1.9052 -2.3686 -2.3591  -0.01
H -1.0554 -1.3243 2.0263  -0.02
O -2.9642 0.9267 1.7432  -0.06
O 0.1043 1.0607 2.4933  -0.07
H 2.1505 1.5233 -2.1884  -0.03
H 1.3829 -0.4702 -3.2070  0.01
O 1.3559 0.3947 -3.6784  -0.08
H 1.6534 1.9059 2.2019  0.00
H -1.6163 3.4871 3.0617  0.05
H -0.3424 -2.4320 2.8704  0.04
H -0.6657 2.0720 0.2279  0.06
H 3.5722 -0.8127 -0.5004  0.05
O 0.9528 -1.8683 0.5867  -0.10
H -1.7396 -3.7730 -2.8914  0.09
H -2.2481 0.3846 -1.1355  0.12
H -0.4050 2.8345 2.5986  -0.06
O -1.2012 -0.4049 0.6297  -0.44
H 0.2633 -1.1410 0.5683  0.00
H -0.2652 0.8912 1.5875  0.02
H 2.9701 0.4713 -0.2327  -0.02
C -0.3695 1.3935 -0.5395  -0.06
H -0.2102 0.2942 2.9817  0.05
H -2.3964 0.4486 1.1319  -0.06
H -3.8151 0.6292 1.4681  0.01
H 3.3091 1.6940 2.1454  0.02
O -0.6984 3.7023 2.7849  -0.07
O 1.0628 -1.9538 -2.2230  -0.03
H 0.6593 1.1853 -0.2075  0.08
O -0.9530 -1.6844 2.9336  -0.08
O 2.5633 2.3002 2.2024  -0.10
H 0.1944 -2.2095 -2.3944  -0.04
H 1.7806 -1.3353 0.4812  0.01
H -3.3351 -2.5408 0.5448  0.05
H 3.6655 1.8748 -2.4108  0.04
H -0.4273 1.9592 -1.4730  0.08
H -0.8500 -0.6727 -1.2444  0.08
H 0.9201 -1.7717 -1.3111  -0.02
C -1.2705 0.1636 -0.6702  -0.33
O -2.7368 -2.4712 -0.2175  -0.08

Results
Largest force on an atom   3.2 eV/Å
Energy above the lowest of the compared OMol25 structures with the same formula, charge and spin   0.723 eV
Gap between HOMO and LUMO   9.062 eV
Net charge   -1

---

No. 3
Entry from the OMol25 dataset: C6H11OP in the gas phase in a non-equilibrium geometry (the ωB97M-V functional and the def2-TZVPD basis).

Each line ends with the Mulliken spin population.
Atoms and positions in Å:
H 0.9860 -2.7816 -0.8616  0.01
C 1.5097 0.6480 0.8664  0.08
H 1.7959 1.6685 0.6676  0.00
C -0.1542 -1.0375 0.1296  -0.13
C -0.3188 1.4055 -0.6563  0.01
H 1.7726 0.3440 1.8435  0.00
O 4.0562 -0.4484 0.2019  0.33
H -1.3714 1.2777 -0.9784  0.00
C 0.0745 0.4479 0.4622  0.01
H -0.5082 0.6188 1.4272  0.00
H -2.1135 -1.1561 1.1479  0.01
H 2.7647 0.3918 -1.5602  0.09
H -1.8060 -2.5719 0.2246  -0.01
C -1.6364 -1.4601 0.1778  0.12
C 0.7116 -1.8336 -0.4158  0.90
H 0.5276 1.6271 -1.3359  -0.01
P 2.6696 -0.2677 -0.2483  0.60
H -2.0308 -1.0329 -0.7627  -0.01
H -0.5588 2.4686 -0.3575  0.00

Results
Largest force on an atom   2.5 eV/Å
Energy above the lowest of the compared OMol25 structures with the same formula, charge and spin   0.550 eV
Gap between HOMO and LUMO (spin up / spin down)   6.541 / 7.975 eV
Multiplicity   3
Net charge   0

---

No. 4
Entry from the OMol25 dataset: a molecular structure, C40H56N12OPdSSe in a non-equilibrium geometry (the ωB97M-V functional and the def2-TZVPD basis).

Each line ends with the Löwdin charge.
Atoms and positions in Å:
C -0.5642 -3.7849 0.5173  -0.15
H -1.2326 -3.9066 -0.3349  0.11
C 4.0441 2.3911 0.0450  -0.12
H -0.2525 2.1864 -4.5402  0.22
N -1.6067 1.7047 -2.3522  -0.24
C 5.4638 0.4744 -0.7811  -0.15
C -4.2132 4.2280 -1.5546  0.02
C -0.4477 0.4362 -5.6900  0.01
H -0.8908 -2.7876 -2.4499  0.10
H -0.3505 -5.3079 3.4617  0.15
H -1.6643 -1.9966 4.0837  0.14
C 5.3502 -0.9094 -0.7972  -0.14
H 1.8862 -2.7280 -0.9316  0.07
H 4.0656 2.7014 -4.2866  0.09
H -3.2640 0.0764 -0.6481  0.12
H -6.7667 -1.7397 -3.1498  0.11
Pd -0.2911 -0.7718 -0.3862  0.55
H 2.7758 -4.8847 -3.7973  0.09
H 0.4658 -3.9590 0.2106  0.10
H -2.4315 0.3752 -3.7712  0.16
C -2.2527 2.7745 -0.2071  -0.26
H -5.3176 -0.8959 -1.6054  0.13
Se 1.7482 0.1050 0.8154  0.83
H -2.8297 2.3695 -5.5062  0.13
H -2.7685 -2.3476 0.6384  0.11
N -2.4718 -3.1316 2.5093  -0.07
C -2.3908 2.6495 -1.5814  -0.15
N -0.1912 -3.2264 3.2493  -0.07
C 6.6367 1.1203 -1.1720  0.01
C 7.5561 -1.0914 -1.6049  -0.02
C 7.6733 0.3118 -1.5838  -0.02
H 2.2520 -0.7538 -2.3856  0.07
H 0.9764 -4.7670 2.4101  0.14
C -2.9845 -3.0051 -2.8660  0.04
O -5.1859 -4.4838 -3.3935  0.12
H 3.3929 4.3851 -2.7331  0.12
H 3.1813 -0.6423 -3.9034  0.13
H 1.7387 0.6333 -5.9633  0.16
N -0.9395 -4.7017 1.5482  -0.07
H 5.0466 2.7964 0.1741  0.14
C 3.4305 -0.0633 -0.0534  -0.58
H -2.2293 -1.1630 1.8605  0.13
C 3.2613 3.2535 -0.9314  -0.18
C 2.7590 -3.3487 -0.6765  -0.21
N 1.1759 -0.1023 -4.0712  -0.04
C -3.4287 3.3378 -3.7183  0.04
C -2.7683 2.4253 -4.4266  -0.01
H 3.5714 2.4014 1.0262  0.11
N -6.6023 -2.7132 -3.3283  0.21
N -1.2018 2.0737 0.4640  0.04
C -5.4176 -3.3206 -3.1623  -0.49
C 3.7122 -2.5486 0.1957  -0.11
H -3.0502 3.6683 1.5627  0.14
N -0.6786 -2.3564 1.0144  -0.14
H -2.8898 -3.9090 -3.4546  0.14
C 3.9067 3.5308 -2.2878  -0.22
H 4.6015 1.5912 -3.0438  0.06
H 1.1495 -1.0413 -5.9790  0.16
H -1.4053 2.0168 1.4580  0.11
H -1.8501 -3.7263 4.4200  0.15
N 4.2448 0.9739 -0.3188  0.01
S -0.0826 1.1193 -1.8708  1.08
H 1.4493 -4.1153 -2.9103  0.05
H 2.1355 -5.6304 -2.3488  0.09
H 2.3928 -4.1783 -0.0651  0.12
C 0.1975 -2.2719 2.2613  -0.23
H 0.1160 -1.2629 2.6675  0.10
C 2.3884 -4.6724 -2.8023  -0.09
C -4.1336 4.3004 -0.1711  -0.01
H 2.8775 1.8881 -3.2449  0.04
C -4.3616 -1.3430 -1.8435  0.04
H 4.6559 -3.0845 0.2875  0.14
C -1.5730 -2.9981 3.6602  -0.12
C 3.3933 -3.9070 -1.9460  -0.25
H 3.3281 -2.4066 1.2062  0.11
H 6.7453 2.1952 -1.1466  0.12
H -4.9515 4.8076 -2.0931  0.14
C -1.8893 -2.3944 -2.2997  -0.13
H 2.2681 2.8138 -1.0739  0.06
H -2.9863 -4.6208 1.1038  0.14
H -1.1621 -0.3862 -5.6593  0.16
H 6.3276 -2.8069 -1.2198  0.12
C 6.3991 -1.7289 -1.2140  0.02
H -4.0515 4.0642 -4.2251  0.15
H 4.2081 -4.5798 -1.6702  0.13
N -0.6225 1.2291 -4.4192  0.02
C -2.1195 -2.1877 1.4939  -0.17
C -2.3253 -4.4896 1.9621  -0.11
C -0.0562 -4.5814 2.7072  -0.11
H 1.2241 -2.4544 1.9502  0.08
H -2.5861 -5.2182 2.7269  0.15
H 4.9392 3.8565 -2.1457  0.12
H 3.1092 4.2047 -0.4165  0.13
C -3.2138 -0.7892 -1.2986  -0.13
H 2.0132 -1.9707 -3.6857  0.11
C -4.2572 -2.4865 -2.6251  -0.07
N 4.0714 -1.2154 -0.3232  0.00
H -4.8101 4.9325 0.3855  0.13
C 3.8673 2.3639 -3.2695  -0.09
H -0.6315 1.0627 -6.5592  0.16
H -7.3764 -3.2718 -3.6591  0.14
C -1.9761 1.3790 -3.7303  -0.24
C 2.2273 -0.9267 -3.4611  0.05
H 3.8531 -3.0927 -2.5180  0.09
H 8.4025 -1.6823 -1.9259  0.13
C 0.2276 0.5179 -3.4504  -0.39
C -3.3503 3.4047 -2.2687  -0.15
C 0.9962 -0.0521 -5.5494  0.00
N -1.9969 -1.3101 -1.5044  -0.10
C -3.1490 3.5859 0.4867  0.02
H -0.3306 2.6019 0.4147  0.08
H 8.6056 0.7638 -1.8918  0.13

Results
Largest force on an atom   2.0 eV/Å
Energy above the lowest of the compared OMol25 structures with the same formula, charge and spin   0.000 eV
Gap between HOMO and LUMO   4.750 eV
Net charge   +4

---

Question: Among the records above, which one has the lowest energy above the lowest of the compared OMol25 structures with the same formula, charge and spin?
Answer: C40H56N12OPdSSe